No. 1
13
Properties=species:S:1:pos:R:3:mulliken_charge:R:1 method="wB97M-V/def2-TZVPD" orbital_gap_ev=8.83 lumo_ev=0.204 homo_ev=-8.6270 charge=0 spin_multiplicity=1
C -1.81 -0.33 -0.02 -1.32
C -0.40 -0.03 0.40 0.58
C 0.30 1.19 -0.11 -0.64
C 1.78 -0.76 -0.27 -0.18
H -2.55 0.51 -0.05 0.27
H -1.73 -0.72 -1.04 0.35
H -2.18 -1.05 0.68 0.32
H -0.07 -0.39 1.42 0.38
H 1.14 1.69 0.48 0.22
H -0.08 1.85 -0.85 0.25
H 1.78 -1.83 -0.10 0.35
N 0.61 -0.16 -0.61 -0.28
S 3.21 0.04 0.06 -0.30


No. 2
13
Properties=species:S:1:pos:R:3:mulliken_charge:R:1 method="wB97M-V/def2-TZVPD" orbital_gap_ev=8.24 lumo_ev=-0.106 homo_ev=-8.3423 charge=0 spin_multiplicity=1
C 0.46 1.59 -1.37 -1.18
C -0.15 0.55 -0.50 -0.10
C 0.47 -0.63 -0.12 -0.08
C 0.08 -1.47 0.97 0.20
H 1.09 2.34 -0.74 0.23
H 1.18 1.21 -2.12 0.32
H -0.23 2.20 -1.89 0.36
H -1.17 0.82 -0.19 0.18
H 1.40 -0.84 -0.57 0.37
H -1.49 -1.61 2.30 0.22
H -1.58 -0.38 1.15 0.12
N -1.03 -1.07 1.57 -0.29
S 0.97 -2.71 1.52 -0.36


No. 3
14
Properties=species:S:1:pos:R:3:mulliken_charge:R:1 method="wB97M-V/def2-TZVPD" orbital_gap_ev=7.88 lumo_ev=-0.686 homo_ev=-8.5614 charge=0 spin_multiplicity=1
C 0.23 0.49 1.67 -0.90
C -0.44 -0.03 0.47 0.43
C -1.19 -1.15 0.30 -0.85
C -0.23 0.75 -0.85 0.20
H 0.46 1.75 1.68 0.31
H -0.41 0.17 2.75 0.25
H 1.38 -0.28 1.81 0.17
H -1.48 -2.04 0.91 0.33
H -1.54 -0.96 -0.69 0.36
H 0.10 0.80 -2.87 0.33
H 2.18 -0.57 -0.69 0.18
N -0.08 0.08 -2.04 -0.37
S -0.16 2.35 -0.56 -0.35
S 1.18 -1.37 -1.90 -0.08


No. 4
14
Properties=species:S:1:pos:R:3:mulliken_charge:R:1 method="wB97M-V/def2-TZVPD" orbital_gap_ev=7.92 lumo_ev=-0.249 homo_ev=-8.1730 charge=0 spin_multiplicity=1
C 3.48 -0.04 -0.28 -0.98
C 1.35 -0.96 0.37 0.09
C 0.00 -1.02 0.52 -0.61
C -1.04 -0.10 0.04 0.19
H 3.75 0.78 -0.98 0.33
H 3.87 0.24 0.70 0.31
H 3.91 -0.97 -0.69 0.33
H 1.57 0.33 -1.10 0.27
H 1.93 -1.79 0.89 0.27
H -0.41 -1.94 0.95 0.30
H 0.46 1.28 0.76 0.20
N 2.01 0.01 -0.28 -0.23
S -0.73 1.62 0.17 -0.19
S -2.51 -0.71 -0.32 -0.29


No. 5
14
Properties=species:S:1:pos:R:3:mulliken_charge:R:1 method="wB97M-V/def2-TZVPD" orbital_gap_ev=8.50 lumo_ev=0.107 homo_ev=-8.3895 charge=0 spin_multiplicity=1
C 0.02 -1.08 -0.15 0.60
C -0.83 -2.03 -0.01 -0.81
C 0.85 1.21 -0.28 -0.73
C -0.43 0.35 -0.09 -0.65
N 1.43 -1.28 -0.21 -0.58
S 4.16 0.03 -0.05 -0.27
S 2.22 0.00 0.22 0.33
H -0.61 -3.10 -0.04 0.31
H -1.92 -1.71 0.13 0.21
H 1.04 1.99 0.38 0.39
H 0.79 1.50 -1.34 0.35
H -0.80 0.53 0.89 0.31
H -1.13 0.71 -0.83 0.38
H 1.75 0.30 1.56 0.17


No. 6
15
Properties=species:S:1:pos:R:3:mulliken_charge:R:1 method="wB97M-V/def2-TZVPD" orbital_gap_ev=9.26 lumo_ev=0.561 homo_ev=-8.7028 charge=0 spin_multiplicity=1
C 0.67 1.28 -0.47 -0.56
C 0.06 -1.46 -0.99 -0.62
C -1.21 0.05 1.59 -0.01
C 0.29 -0.01 1.77 -0.51
H 1.10 2.21 -0.98 0.32
H -0.47 1.30 -0.48 0.33
H 0.41 -2.09 -0.09 0.35
H 0.07 -2.08 -1.92 0.31
H -1.73 0.59 2.38 0.35
H 0.81 -0.83 1.22 0.11
H 0.48 -0.13 2.80 0.40
N -1.98 -0.24 0.63 -0.46
S 1.26 -0.16 -1.48 -0.02
S -1.67 -1.03 -0.89 0.06
S 1.31 1.41 1.20 -0.06


No. 7
14
Properties=species:S:1:pos:R:3:mulliken_spin:R:1 method="wB97M-V/def2-TZVPD" orbital_gap_ev="4.29 / 4.14" lumo_ev="-1.720 / -1.427" homo_ev="-6.0093 / -5.5654" charge=0 spin_multiplicity=5
O 0.38 -1.89 1.71 0.08
C -0.23 -1.85 0.49 -0.01
C 0.48 -0.88 -0.47 0.00
C 0.61 0.51 0.16 -0.02
C -0.30 1.49 -0.41 -0.03
O -0.39 2.67 -0.03 -0.04
V -1.53 4.09 -0.29 4.01
H 0.35 0.48 1.24 0.01
H -1.30 -1.52 0.55 0.00
H -0.23 -2.84 -0.03 0.01
H -0.02 -0.88 -1.46 0.00
H 1.50 -1.26 -0.65 0.00
H 1.72 0.75 0.31 0.00
H -1.05 1.12 -1.14 -0.01


No. 8
14
Properties=species:S:1:pos:R:3:mulliken_charge:R:1 method="wB97M-V/def2-TZVPD" orbital_gap_ev=7.82 lumo_ev=-4.658 homo_ev=-12.4759 charge=+1 spin_multiplicity=1
C -1.97 0.29 -0.07 -0.08
C -0.85 -0.38 0.26 -0.06
C 0.43 0.10 -0.21 -0.02
O 1.36 -0.67 -0.51 -0.41
Yb 3.90 -0.65 -0.73 1.02
H -1.88 1.30 -0.50 0.28
H -0.88 -1.33 0.80 0.31
H 0.46 1.14 -0.58 0.32
H 3.74 1.00 0.28 -0.29
O -4.31 0.72 0.32 -0.50
C -3.35 -0.26 0.01 -0.49
H -3.38 -1.11 0.72 0.32
H -4.22 0.97 1.25 0.32
H -3.61 -0.66 -0.98 0.27


No. 9
14
Properties=species:S:1:pos:R:3:mulliken_charge:R:1 method="wB97M-V/def2-TZVPD" orbital_gap_ev=8.30 lumo_ev=4.188 homo_ev=-4.1133 charge=-1 spin_multiplicity=1
O -1.29 -1.19 1.26 -0.61
C -0.68 -1.03 2.34 0.05
O 0.57 -1.08 2.56 -0.74
H -1.30 -0.86 3.25 0.35
C -0.68 0.99 -1.86 -1.01
C 0.65 0.87 -1.15 -0.06
C 0.91 -0.30 -0.48 -0.36
O 1.88 -0.37 0.49 -0.64
H -0.61 1.30 -2.91 0.32
H -1.33 0.11 -1.86 0.28
H -1.23 1.78 -1.35 0.23
H 1.32 1.73 -1.07 0.35
H 0.32 -1.21 -0.56 0.36
H 1.46 -0.72 1.33 0.48


No. 10
15
Properties=species:S:1:pos:R:3:mulliken_charge:R:1 method="wB97M-V/def2-TZVPD" orbital_gap_ev=6.32 lumo_ev=6.766 homo_ev=0.4460 charge=-2 spin_multiplicity=1
C -1.57 1.76 0.65 -0.44
C -1.10 0.70 -0.02 0.15
C -1.68 -0.84 -0.26 -1.20
C 0.25 0.67 -0.49 -1.14
O 2.70 0.62 1.49 -0.70
O 2.03 -1.80 0.87 -0.72
O 3.06 -0.37 -0.90 -0.72
P 2.43 -0.43 0.45 0.74
H -2.62 1.46 0.95 0.05
H -2.76 -0.96 -0.19 0.41
H -1.44 -1.37 -1.16 0.30
H -1.20 -1.26 0.58 0.28
H 0.36 0.38 -1.60 0.30
H 0.85 -0.21 0.12 0.21
H 0.70 1.66 -0.47 0.49


The M results, record by record, are as follows: 101.2; 101.2; 133.2; 133.2; 133.2; 165.3; 138.0; 260.1; 103.1; 134.1 g mol⁻¹.
The energy above the lowest of the compared OMol25 structures with the same formula, charge and spin results, record by record, are as follows: 193.2; 86.9; 541.0; 112.0; 371.7; 134.7; 123.7; 10.6; 94.6; 266.2 kJ/mol.
The calculated total energy results, record by record, are as follows: -609.4849; -609.5254; -1007.5282; -1007.6916; -1007.5927; -1405.8722; -1250.8348; -1465.4396; -382.3727; -723.6147 Eh.